(1)
{"formula": "C36H88N4O10", "method": "ωB97M-V/def2-TZVPD", "elements": ["C", "C", "C", "O", "H", "H", "H", "H", "H", "H", "H", "H", "C", "C", "C", "O", "H", "H", "H", "H", "H", "H", "H", "H", "C", "C", "C", "O", "H", "H", "H", "H", "H", "H", "H", "H", "C", "O", "C", "C", "N", "C", "C", "O", "C", "H", "H", "H", "H", "H", "H", "H", "H", "H", "H", "H", "H", "H", "H", "H", "C", "O", "C", "C", "N", "C", "C", "O", "C", "H", "H", "H", "H", "H", "H", "H", "H", "H", "H", "H", "H", "H", "H", "H", "C", "O", "C", "C", "N", "C", "C", "O", "C", "H", "H", "H", "H", "H", "H", "H", "H", "H", "H", "H", "H", "H", "H", "H", "C", "C", "C", "C", "C", "C", "N", "O", "C", "C", "C", "H", "H", "H", "H", "H", "H", "H", "H", "H", "H", "H", "H", "H", "H", "H", "H", "H", "H", "H"], "coordinates": [[15.76329, -16.48085, 2.36285], [16.02815, -17.72359, 3.25699], [14.79413, -18.48384, 3.73269], [16.98841, -18.66625, 2.86314], [16.68297, -16.04231, 1.97560], [15.07983, -15.67300, 2.62429], [15.20948, -16.78330, 1.47407], [16.37451, -17.14425, 4.11285], [14.30417, -18.30054, 4.68895], [14.90269, -19.56681, 3.67359], [13.94215, -18.42088, 3.05573], [17.15903, -19.15261, 3.67304], [13.63465, -21.44943, -2.90607], [12.29969, -21.34256, -2.21043], [11.36338, -22.58745, -1.97102], [12.61141, -20.81080, -0.98104], [14.09143, -22.37096, -2.54519], [14.37077, -20.65438, -2.78730], [13.50084, -21.59032, -3.97861], [11.65332, -20.57375, -2.63379], [10.87064, -22.99232, -2.85498], [10.55628, -22.30851, -1.29360], [11.82367, -23.50278, -1.59899], [13.27844, -21.35801, -0.56005], [10.89629, -16.97769, 2.70622], [10.53486, -17.75830, 1.38524], [10.36454, -19.30917, 1.60063], [9.23712, -17.36883, 1.03936], [11.86033, -17.14003, 3.18826], [10.19209, -17.17083, 3.51549], [10.98761, -15.89578, 2.61021], [11.24435, -17.58871, 0.57532], [9.50751, -19.56093, 2.22529], [11.27551, -19.69075, 2.06175], [10.34728, -19.79937, 0.62723], [9.31663, -16.56316, 0.52344], [11.22972, -21.89936, 4.01655], [12.37533, -22.44844, 4.53273], [12.26020, -23.80746, 4.99038], [13.41194, -24.24488, 5.94278], [13.28105, -23.39302, 7.17239], [12.23159, -23.86868, 8.03631], [12.35543, -23.07970, 9.43946], [11.76668, -21.84103, 9.28040], [12.72772, -20.78279, 9.02245], [10.27808, -22.03431, 4.53062], [11.04565, -22.47288, 3.10809], [11.26530, -20.85089, 3.72068], [11.92467, -24.47546, 4.19710], [11.34564, -23.88694, 5.57806], [14.32267, -24.20942, 5.34494], [13.53791, -25.31878, 6.08051], [12.94732, -22.48095, 6.89518], [12.40370, -24.93528, 8.18068], [11.21859, -23.74167, 7.65445], [13.29036, -23.06904, 9.99972], [11.79535, -23.62609, 10.19832], [12.98552, -20.21829, 9.91854], [12.21832, -20.19960, 8.25531], [13.70538, -21.10395, 8.66308], [7.18087, -17.69114, 4.38596], [7.60576, -16.41795, 4.91010], [6.57975, -15.40766, 4.84861], [5.98750, -15.06985, 3.45776], [4.88610, -16.02029, 3.04203], [4.47195, -16.02500, 1.61811], [5.30689, -17.04185, 0.82982], [5.32009, -16.68522, -0.55572], [6.37312, -17.26219, -1.28551], [7.69412, -17.77910, 3.42839], [6.12559, -17.94916, 4.29698], [7.51807, -18.48852, 5.04822], [6.98897, -14.44577, 5.15751], [5.78832, -15.72223, 5.52889], [6.79789, -15.37584, 2.79613], [5.72165, -14.01918, 3.34142], [4.04546, -15.88139, 3.58437], [4.94158, -15.11688, 1.24014], [3.39813, -15.95094, 1.44625], [4.82812, -18.00794, 0.98966], [6.33053, -17.06969, 1.20329], [7.21351, -16.59254, -1.10268], [6.17685, -17.07828, -2.34181], [6.59816, -18.27673, -0.95663], [7.91941, -22.57181, 1.15372], [6.91076, -22.29980, 2.22973], [6.27823, -21.04801, 2.10185], [5.25432, -20.85751, 3.22454], [3.98716, -21.40642, 2.86889], [4.01335, -22.91175, 2.78526], [2.69393, -23.55176, 3.04636], [1.76350, -22.95052, 2.06052], [0.38232, -23.12111, 2.37066], [8.46697, -23.51012, 1.24233], [8.70577, -21.81835, 1.19890], [7.50390, -22.64460, 0.14866], [5.95580, -20.87388, 1.07530], [7.05959, -20.29363, 2.19407], [5.10959, -19.79925, 3.44189], [5.68160, -21.23173, 4.15486], [3.68207, -21.02303, 1.98569], [4.75450, -23.22838, 3.51911], [4.30947, -23.32987, 1.82318], [2.30246, -23.24000, 4.01469], [2.89028, -24.59698, 2.80747], [0.03704, -22.94639, 3.38965], [0.14191, -24.08539, 1.92293], [-0.02022, -22.35585, 1.70698], [8.92935, -11.59259, 1.40650], [8.42713, -12.32496, 0.20610], [7.28368, -11.54214, -0.53208], [6.83953, -11.99385, -1.86628], [8.17515, -12.14832, -2.73519], [9.32478, -12.98686, -2.14178], [9.55876, -12.43771, -0.77501], [10.75959, -12.98612, -0.22345], [8.85610, -14.46337, -2.18050], [10.57912, -12.75866, -3.08201], [7.84183, -13.66227, 0.71187], [8.12152, -11.26042, 2.05855], [9.66161, -12.11391, 2.02305], [9.41738, -10.64296, 1.18711], [6.45811, -11.45338, 0.17408], [7.49693, -10.47380, -0.56758], [6.25734, -12.90776, -1.74821], [6.25708, -11.15624, -2.25002], [8.62083, -11.16719, -2.89906], [7.85602, -12.62925, -3.65983], [9.73059, -15.01940, -1.84255], [8.65244, -14.78902, -3.20058], [8.04027, -14.68547, -1.49261], [10.15200, -12.85357, -4.08034], [11.34159, -13.53461, -3.01389], [10.96684, -11.73996, -3.08782], [7.58920, -13.49543, 1.75898], [6.99917, -13.95666, 0.08628], [8.60651, -14.43813, 0.67451], [11.35987, -12.23926, -0.28235]], "lowdin_spin": [0.037, 0.020, 0.025, 0.017, 0.004, 0.012, 0.012, 0.003, 0.009, 0.006, 0.003, 0.007, 0.030, 0.028, 0.042, 0.016, 0.004, 0.007, 0.004, 0.015, 0.007, 0.006, 0.010, 0.015, 0.020, 0.015, 0.011, 0.015, 0.004, 0.002, 0.009, 0.016, 0.001, 0.004, 0.005, 0.003, 0.020, 0.011, 0.018, 0.009, 0.001, 0.004, 0.003, 0.005, 0.016, 0.005, 0.006, 0.003, 0.008, 0.002, 0.004, 0.002, 0.001, 0.001, 0.002, 0.000, 0.001, 0.002, 0.008, 0.003, 0.006, 0.010, 0.007, 0.006, 0.001, 0.004, 0.002, 0.005, 0.023, 0.001, 0.000, 0.005, 0.004, 0.001, 0.000, 0.003, 0.001, 0.001, 0.001, 0.001, 0.000, 0.002, 0.006, 0.007, 0.024, 0.005, 0.004, 0.003, 0.001, 0.003, 0.003, 0.002, 0.002, 0.010, 0.003, 0.010, 0.003, 0.001, 0.000, 0.002, 0.001, 0.001, 0.001, 0.000, 0.001, 0.000, 0.000, 0.000, 0.023, 0.002, 0.007, 0.005, 0.007, 0.002, 0.004, 0.053, 0.023, 0.031, 0.005, 0.004, 0.007, 0.005, 0.003, 0.002, 0.001, 0.002, 0.002, 0.002, 0.012, 0.008, 0.001, 0.004, 0.012, 0.005, 0.001, 0.000, 0.003, 0.012], "multiplicity": 2, "energy_ha": -2395.41700, "charge": -1, "relative_energy_ev": 5.8592, "homo_ev": [0.83, -6.43], "orbital_gap_ha": [0.0550, 0.3203]}

(2)
{"formula": "C19H25ClIrN3O7STe", "method": "ωB97M-V/def2-TZVPD", "elements": ["Ir", "C", "N", "C", "C", "O", "C", "O", "C", "C", "O", "N", "C", "C", "H", "H", "H", "H", "H", "H", "H", "H", "H", "H", "H", "H", "H", "H", "H", "H", "Te", "C", "C", "C", "C", "C", "C", "H", "H", "H", "H", "H", "Cl", "C", "C", "C", "C", "N", "C", "H", "H", "H", "H", "O", "S", "O", "O", "O"], "coordinates": [[0.15641, -0.39266, -0.70827], [-3.41128, -3.00203, 1.53532], [-2.14261, -3.08524, 0.81177], [-2.01448, -4.12881, -0.20343], [-1.20223, -2.17897, 0.97120], [-0.10918, -2.21710, 0.34554], [-1.41090, -1.05660, 1.98002], [-0.32537, -0.16655, 1.95785], [0.85397, -0.56909, 2.60759], [2.05654, -0.57807, 1.65719], [1.95082, -0.41349, 0.42891], [3.25891, -0.77168, 2.19808], [3.51987, -0.92934, 3.62210], [4.45389, -0.76096, 1.36057], [-3.96002, -3.92377, 1.36657], [-4.01200, -2.16774, 1.17154], [-3.24861, -2.89867, 2.60679], [-2.09817, -5.10723, 0.26787], [-1.05014, -4.03720, -0.69047], [-2.81229, -4.01399, -0.93725], [-1.55267, -1.48703, 2.97774], [-2.29794, -0.47402, 1.72906], [0.75943, -1.56712, 3.04550], [1.04446, 0.14447, 3.41225], [2.61052, -0.91876, 4.21104], [4.16634, -0.12256, 3.97021], [4.02779, -1.87860, 3.79413], [4.17463, -0.85025, 0.31785], [5.09113, -1.59754, 1.64466], [5.00631, 0.16844, 1.50670], [-0.12005, 2.91051, 0.92030], [-0.84307, 4.78179, 0.37941], [-0.68852, 5.20760, -0.94050], [-1.19294, 6.43817, -1.32786], [-1.82150, 7.25383, -0.39557], [-1.96329, 6.83776, 0.92013], [-1.48620, 5.59440, 1.30893], [-0.18422, 4.57584, -1.66084], [-1.08866, 6.76476, -2.35381], [-2.20366, 8.21986, -0.69840], [-2.45969, 7.47388, 1.64073], [-1.62263, 5.25602, 2.32785], [-1.13806, -3.05717, -5.66931], [0.11232, -2.66103, -4.54987], [1.40477, -3.12039, -4.73379], [2.36104, -2.76782, -3.79514], [1.99016, -1.98318, -2.71889], [0.73979, -1.54749, -2.55193], [-0.18710, -1.87154, -3.45185], [1.65000, -3.73280, -5.59035], [3.38568, -3.09585, -3.89661], [2.70353, -1.68363, -1.96210], [-1.18649, -1.48582, -3.29254], [-1.67223, 1.96413, 0.00623], [-1.57140, 1.36652, -1.44595], [-2.44899, 2.07832, -2.29278], [-0.11134, 1.38657, -1.81962], [-1.84041, -0.12108, -1.31448]], "lowdin_spin": [0.765, 0.000, 0.004, 0.000, 0.006, -0.001, 0.005, 0.050, 0.003, 0.004, 0.006, 0.001, 0.000, 0.000, 0.000, 0.000, 0.000, 0.000, 0.000, 0.000, 0.000, 0.001, 0.000, 0.000, 0.000, 0.000, 0.000, 0.000, 0.000, 0.000, 0.006, 0.001, 0.000, 0.000, 0.000, 0.000, 0.000, 0.000, 0.000, 0.000, 0.000, 0.000, 0.002, 0.003, -0.004, 0.004, 0.005, 0.090, 0.005, 0.000, 0.001, 0.001, 0.001, 0.022, 0.009, -0.001, 0.001, 0.006], "multiplicity": 2, "energy_ha": -2660.43273, "charge": 1, "relative_energy_ev": 1.8245, "homo_ev": [-10.01, -10.65], "orbital_gap_ha": [0.2659, 0.2886]}